Below is a molecular structure, C2H2FIO3, with properties calculated with ωB97M-V with the def2-TZVPD basis set.

Last column: natural (NBO) charge in e.
Atoms and positions in Å:
C 1.258937 1.149437 -0.078529  1.063
C -0.659946 -0.353155 0.154721  0.258
O -0.016542 0.985246 -0.400991  -0.539
O 1.711179 0.437805 0.723106  -0.585
O -0.234683 -1.444539 -0.534552  -0.711
F 1.689011 2.266921 -0.620571  -0.289
I -2.674747 -0.262345 -0.302126  0.119
H -0.436174 -0.512483 1.137951  0.184
H -0.637031 -2.266888 -0.079006  0.499

Forces on the atoms, in the same order (eV/Å):
-3.204 0.041 0.405
0.669 1.778 -3.088
-2.297 -2.152 -0.702
3.516 -0.745 1.391
0.591 -2.141 0.060
0.684 -0.316 0.014
-1.445 0.849 0.196
0.406 0.751 2.807
1.080 1.936 -1.082

Values from the calculation:
HOMO-LUMO gap   10.269 eV
Energy relative to the best compared isomer or geometry (same formula, charge and spin)   111.2 kJ/mol
Highest occupied orbital energy   -9.992 eV
Net charge   0